{"formula": "C18H20ClN3O4", "method": "wB97M-V/def2-TZVPD", "elements": ["C", "N", "C", "O", "C", "C", "C", "C", "C", "C", "C", "C", "N", "C", "C", "O", "H", "H", "H", "H", "H", "H", "H", "H", "H", "H", "H", "H", "H", "H", "H", "H", "O", "C", "O", "C", "C", "C", "N", "C", "Cl", "C", "H", "H", "H", "H"], "coordinates": [[4.8353, -5.3358, 1.0511], [3.9103, -4.2357, 0.7787], [2.7216, -4.3708, 0.1724], [2.3069, -5.4559, -0.2225], [1.8433, -3.1162, -0.0044], [1.8494, -2.6671, -1.4756], [0.7851, -1.6419, -1.8285], [1.0119, -0.2677, -1.6141], [0.0163, 0.6722, -1.9361], [-1.2034, 0.2450, -2.4885], [-1.4291, -1.1232, -2.7168], [-0.4398, -2.0651, -2.3815], [2.2506, -1.9843, 0.8455], [2.0820, -1.8626, 2.1616], [1.3482, -2.9379, 2.9396], [2.5332, -0.8914, 2.7449], [5.8561, -4.9588, 1.1296], [4.7906, -6.0714, 0.2447], [4.5594, -5.8288, 1.9850], [4.1715, -3.3093, 1.0814], [0.8227, -3.4083, 0.2445], [2.8316, -2.2638, -1.7262], [1.6954, -3.5436, -2.1071], [1.9512, 0.0738, -1.2054], [0.1895, 1.7266, -1.7686], [-1.9658, 0.9699, -2.7389], [-2.3649, -1.4506, -3.1479], [-0.6228, -3.1163, -2.5533], [2.6965, -1.1999, 0.3980], [0.3553, -3.0812, 2.5180], [1.2524, -2.6175, 3.9767], [1.9095, -3.8692, 2.9025], [-6.3143, 5.5170, 1.2888], [-5.3027, 6.1961, 1.2999], [-5.2180, 7.3796, 1.9457], [-4.1169, 5.7164, 0.5698], [-2.8246, 5.8624, 1.0895], [-1.7225, 5.3937, 0.3688], [-1.8456, 4.8261, -0.8410], [-3.0728, 4.6906, -1.3695], [-3.2292, 3.9986, -2.9624], [-4.2202, 5.1034, -0.6861], [-6.0947, 7.5109, 2.3376], [-2.6689, 6.3325, 2.0554], [-0.7293, 5.5035, 0.7943], [-5.1903, 4.9559, -1.1497]], "forces_ev_per_angstrom": [[-0.412, 0.006, -0.179], [0.712, 0.623, 0.186], [-0.599, -1.003, -0.219], [0.070, 0.515, 0.018], [0.323, 0.644, 0.240], [-0.276, 0.046, -0.240], [-0.220, 0.253, 0.049], [-1.121, -0.246, -0.456], [-0.101, -0.839, -0.149], [0.595, -0.587, 0.202], [0.809, 0.279, 0.427], [0.055, 1.084, 0.156], [-0.135, -1.098, -1.829], [-0.056, 0.395, 1.868], [0.022, 0.192, -0.316], [0.112, 0.305, 0.097], [-0.182, 0.077, -0.005], [-0.078, 0.149, 0.098], [0.087, -0.071, -0.030], [-0.041, -0.107, 0.012], [0.050, -0.150, 0.082], [0.155, -0.001, 0.041], [0.093, -0.077, 0.163], [0.118, 0.049, -0.005], [0.005, 0.019, 0.014], [0.002, 0.027, -0.009], [-0.020, -0.028, -0.010], [0.051, -0.100, -0.007], [0.034, 0.062, 0.083], [-0.067, -0.234, -0.014], [0.099, 0.051, -0.201], [-0.107, -0.192, -0.062], [0.635, 0.950, 0.211], [-1.767, -1.007, -0.098], [0.311, -0.630, -0.397], [2.089, 0.120, -0.676], [-0.026, 0.060, 0.013], [-1.092, -0.093, -0.355], [-0.498, -0.098, -0.368], [0.720, 0.634, 1.535], [0.159, 0.132, 0.448], [-0.520, -0.045, -0.147], [0.003, 0.051, 0.088], [-0.041, -0.027, -0.126], [-0.024, -0.147, -0.266], [0.074, 0.058, 0.131]], "mulliken_charge": [-0.955, -0.100, 0.195, -0.675, 0.407, -1.647, 0.731, -0.258, -0.745, -0.288, -0.681, -0.385, -0.098, 0.622, -0.998, -0.676, 0.355, 0.306, 0.295, 0.273, 0.360, 0.465, 0.523, 0.309, 0.434, 0.384, 0.375, 0.383, 0.195, 0.312, 0.324, 0.258, -0.530, 0.252, -0.446, 0.719, -0.423, -0.323, -0.520, 0.226, -0.183, -0.324, 0.348, 0.400, 0.384, 0.420], "multiplicity": 1, "energy_ev": -44174.6542, "homo_lumo_gap_ev": 9.00, "smiles": "CNC(=O)[C@H](Cc1ccccc1)NC(C)=O.O=C(O)c1ccnc(Cl)c1"}